The following is a quantum chemistry calculation of a molecular structure, C2H4AuO in a non-equilibrium geometry, from the Open Molecules 2025 dataset.

Values from the calculation:
Electronic energy (eV): -7865.1473
⟨S²⟩: 2.0145
Kohn-Sham gap (spin up / spin down) (eV): 10.0 / 5.6
E_HOMO (spin up / spin down) (eV): -15.01 / -15.37
Energy relative to the best compared isomer or geometry (same formula, charge and spin) (kJ/mol): 56.3

ORCA input file:
```
! RIJCOSX wB97M-V def2-TZVPD def2/J DEFGRID3
* xyz 1 3
H -2.740 -0.347 -0.397
Au -1.347 -0.011 -1.124
C 0.537 0.176 -0.508
H 1.094 -0.535 -1.135
H 0.753 1.233 -0.725
C 0.565 -0.124 0.893
O -0.372 -0.552 1.579
H 1.509 0.160 1.418
*
```

Results of the Mulliken charge analysis, in e, for atoms 1 through 5:
1. H 0.0826
2. Au 0.4241
3. C -0.6210
4. H 0.4261
5. H 0.4259

The following is a quantum chemistry calculation of a molecular structure, C5H9NOS in a non-equilibrium geometry, from the Open Molecules 2025 dataset.

Values from the calculation:
Electronic energy (eV): -19701.5171
Kohn-Sham gap (eV): 9.7
E_HOMO (eV): -9.12
Energy relative to the best compared isomer or geometry (same formula, charge and spin) (kJ/mol): 268.8

ORCA input file:
```
! RIJCOSX wB97M-V def2-TZVPD def2/J DEFGRID3
* xyz 0 1
C 0.913 0.263 -0.524
C -0.181 0.945 0.371
C -1.066 -0.220 0.648
C -1.163 -0.846 -0.801
C 0.314 -1.081 -0.567
H 2.548 0.221 1.430
H 0.845 0.781 -1.521
H 0.231 1.402 1.263
H -0.586 2.840 -0.026
H -1.972 -0.200 1.218
H -1.542 -0.130 -1.524
H -1.675 -1.785 -0.864
H 0.801 -1.894 -1.114
H 0.774 -1.126 1.440
N 0.022 -1.370 0.832
O -0.966 1.960 -0.178
S 2.703 0.239 -0.084
*
```

Results of the Mulliken charge analysis, in e, for atoms 1 through 5:
1. C -0.5265
2. C -0.0656
3. C -0.3917
4. C -0.7064
5. C -0.0178

The following is a quantum chemistry calculation of a molecular structure, C18H20N4O7RuS2 in a non-equilibrium geometry, from the Open Molecules 2025 dataset.

Values from the calculation:
Electronic energy (eV): -63537.0908
⟨S²⟩: 8.7651
Kohn-Sham gap (spin up / spin down) (eV): 6.6 / 5.6
E_HOMO (spin up / spin down) (eV): -3.81 / -3.79
Energy relative to the best compared isomer or geometry (same formula, charge and spin) (kJ/mol): 172.6

ORCA input file:
```
! RIJCOSX wB97M-V def2-TZVPD def2/J DEFGRID3
* xyz -1 6
Ru 0.751 -0.160 0.045
O 4.075 1.795 -1.851
C 3.201 0.808 -1.647
O 3.246 0.077 -0.691
C 2.143 0.723 -2.739
O 0.914 1.240 -2.287
C 0.945 2.634 -2.021
C 1.626 2.980 -0.663
O 2.114 4.099 -0.517
O 1.608 2.063 0.190
H 4.642 1.919 -1.072
H 2.484 1.271 -3.632
H 1.949 -0.337 -2.955
H 1.423 3.171 -2.852
H -0.099 2.939 -1.916
S 1.757 -2.457 0.274
C 0.557 -3.466 1.000
C 0.891 -4.820 1.155
C 0.027 -5.722 1.729
C -1.226 -5.282 2.160
C -1.567 -3.956 2.043
C -0.694 -3.013 1.479
S -1.196 -1.361 1.511
H 1.875 -5.114 0.819
H 0.323 -6.755 1.863
H -1.924 -5.976 2.608
H -2.523 -3.603 2.400
C 2.187 3.462 2.772
N 1.186 2.457 3.083
C -0.187 2.917 3.185
C 1.340 1.259 2.585
N 1.486 0.143 2.313
H 2.065 4.293 3.470
H 2.103 3.830 1.743
H 3.175 3.024 2.904
H -0.224 3.737 3.906
H -0.808 2.098 3.547
H -0.582 3.249 2.219
C -2.896 -2.045 -2.893
N -2.763 -0.808 -2.164
C -3.784 0.080 -2.024
C -3.627 1.221 -1.337
C -2.352 1.514 -0.667
O -2.163 2.548 -0.037
N -1.397 0.553 -0.806
C -1.541 -0.534 -1.549
O -0.611 -1.338 -1.730
H -3.934 -2.182 -3.197
H -2.585 -2.878 -2.259
H -2.249 -2.031 -3.774
H -4.721 -0.191 -2.501
H -4.438 1.922 -1.222
*
```

Results of the Mulliken charge analysis, in e, for atoms 1 through 5:
1. Ru 0.8283
2. O -0.4712
3. C 0.5310
4. O -0.5518
5. C -0.4603

The following is a quantum chemistry calculation of C19H23NO6S2 in the gas phase, from the Open Molecules 2025 dataset.

Values from the calculation:
Electronic energy (eV): -55520.0581
Kohn-Sham gap (eV): 8.8
SMILES: COc1cc(CN(C(=O)c2cccs2)[C@H]2CCS(=O)(=O)C2)cc(OC)c1OC
E_HOMO (eV): -8.29
Energy relative to the best compared isomer or geometry (same formula, charge and spin) (kJ/mol): 9.8

ORCA input file:
```
! RIJCOSX wB97M-V def2-TZVPD def2/J DEFGRID3
* xyz 0 1
C -5.121 1.559 1.123
H -5.424 0.668 1.678
H -5.492 1.492 0.100
H -5.535 2.443 1.609
O -3.722 1.745 1.160
C -2.878 0.926 0.484
C -1.539 1.317 0.564
C -0.538 0.599 -0.054
C -0.873 -0.515 -0.816
C -2.191 -0.931 -0.901
C -3.212 -0.228 -0.231
O -4.521 -0.668 -0.312
C -4.777 -1.915 0.304
H -5.851 -2.073 0.215
H -4.246 -2.729 -0.192
H -4.495 -1.893 1.364
O -2.592 -2.028 -1.605
C -1.627 -2.766 -2.314
H -1.140 -2.156 -3.082
H -2.174 -3.576 -2.793
H -0.868 -3.187 -1.646
H -0.096 -1.075 -1.306
C 0.904 1.011 0.119
N 1.806 -0.127 0.191
C 1.548 -1.240 0.930
O 2.208 -2.260 0.811
C 0.423 -1.187 1.888
C -0.526 -2.156 2.035
C -1.440 -1.884 3.073
C -1.151 -0.730 3.728
S 0.229 0.054 3.080
H -1.660 -0.288 4.561
H -2.264 -2.526 3.327
H -0.571 -3.026 1.406
C 2.978 -0.147 -0.665
C 3.834 1.105 -0.481
H 4.881 0.877 -0.310
H 3.468 1.762 0.299
S 3.761 1.954 -2.090
O 2.532 2.695 -2.185
O 4.983 2.648 -2.374
C 3.593 0.408 -3.028
C 2.586 -0.308 -2.159
H 1.613 0.158 -2.323
H 2.508 -1.368 -2.402
H 3.236 0.608 -4.032
H 4.569 -0.067 -3.051
H 3.541 -1.034 -0.350
H 0.991 1.625 1.022
H 1.210 1.635 -0.727
H -1.314 2.194 1.149
*
```

Results of the Mulliken charge analysis, in e, for atoms 1 through 5:
1. C -0.7933
2. H 0.2505
3. H 0.3223
4. H 0.2894
5. O -0.4227

> Among the records above, which one has the highest electronic energy?

C2H4AuO